Formula: C15H31AgBrN2O14P4
Source: the OMol25 dataset
Level of theory: ωB97M-V/def2-TZVPD

Structure (ORCA input):
```
! wB97M-V def2-TZVPD RIJCOSX def2/J DEFGRID3
* xyz -1 1
Ag 0.196 0.280 0.934
O 1.022 -2.253 1.735
P 1.914 -1.247 2.678
O 2.759 -2.050 3.572
O 0.968 -0.170 3.122
O 2.841 -0.580 1.464
P 3.663 0.795 1.525
O 4.613 0.599 0.261
O 4.364 1.097 2.769
O 2.644 1.882 1.016
H 1.534 -3.073 1.660
H 4.063 0.448 -0.531
Br -5.849 -6.009 0.287
C -4.190 -5.086 0.341
C -3.026 -5.773 0.036
C -1.815 -5.094 0.072
C -1.774 -3.746 0.394
C -2.952 -3.081 0.706
C -4.171 -3.748 0.690
C -2.879 -1.622 1.025
O -3.807 -1.219 1.868
O -2.021 -0.918 0.526
H -3.067 -6.822 -0.223
H -0.899 -5.624 -0.154
H -0.843 -3.193 0.423
H -5.082 -3.227 0.950
N -3.276 1.371 2.114
C -2.192 1.697 3.076
P -1.145 2.995 2.308
O -1.788 4.342 2.375
O -0.852 2.394 0.938
C 0.370 2.980 3.326
N 1.471 3.702 2.652
H -3.740 -0.208 2.026
H -2.860 1.477 1.185
H -3.992 2.086 2.175
H -1.583 0.801 3.234
H -2.618 1.994 4.034
H 0.681 1.949 3.501
H 0.097 3.436 4.284
H 1.129 4.580 2.276
H 2.229 2.510 1.703
H 2.200 3.923 3.321
C -0.190 -1.925 -3.563
C -0.561 -0.939 -2.478
O 0.132 0.301 -2.699
P 1.082 0.821 -1.474
O 2.550 0.239 -1.870
C 3.157 0.557 -3.139
C 4.269 -0.437 -3.385
O 1.302 2.331 -1.958
C 0.248 3.316 -1.848
C -0.361 3.574 -3.209
H -0.762 -2.847 -3.447
H 0.873 -2.167 -3.513
H -0.402 -1.506 -4.547
H -0.315 -1.339 -1.489
H -1.631 -0.727 -2.476
H 3.534 1.579 -3.096
H 2.399 0.507 -3.922
H 5.033 -0.370 -2.610
H 4.742 -0.236 -4.349
H 3.879 -1.456 -3.394
H 0.725 4.212 -1.453
H -0.488 2.994 -1.112
H 0.388 3.946 -3.910
H -1.153 4.320 -3.119
H -0.790 2.657 -3.614
*
```

Summary:
**Gap between HOMO and LUMO**: 8.22 eV
**HOMO energy**: -6.1 eV

Per-atom Löwdin charges, elementary charge units: 0.69 -0.20 0.17 -0.29 -0.35 -0.31 0.26 -0.11 -0.25 -0.19 0.07 0.04 0.71 -0.68 -0.13 -0.06 -0.01 -0.12 -0.06 -0.48 0.10 0.03 0.10 0.11 0.10 0.11 -0.04 -0.28 0.37 -0.38 -0.44 -0.30 -0.03 0.07 0.06 0.09 0.07 0.09 0.05 0.09 0.08 0.04 0.09 -0.07 -0.31 -0.29 0.84 -0.31 -0.28 -0.07 -0.28 -0.27 -0.08 0.07 0.07 0.08 0.07 0.12 0.12 0.11 0.07 0.08 0.08 0.12 0.08 0.07 0.08 0.06

Formula: C15H31AsBr2EuN4OS2
Source: the OMol25 dataset
Level of theory: ωB97M-V/def2-TZVPD

Structure (ORCA input):
```
! wB97M-V def2-TZVPD RIJCOSX def2/J DEFGRID3
* xyz 2 8
Eu 0.135 0.439 0.781
Br 0.287 -1.369 3.279
C -0.632 0.255 3.487
Br -2.481 -0.425 0.484
H -0.334 0.785 4.374
H -1.676 0.205 3.198
N -4.301 1.553 -1.561
C -3.054 2.298 -2.015
C -2.493 3.007 -0.786
C -1.057 3.529 -0.980
N -0.192 3.006 0.105
C -0.482 3.154 -2.343
C -0.660 1.692 -2.722
N 0.135 0.821 -1.820
C -2.143 1.281 -2.709
H -4.975 2.175 -1.112
H -4.008 0.836 -0.869
H -4.769 1.087 -2.339
H -3.415 3.029 -2.739
H -2.504 2.305 0.049
H -3.163 3.827 -0.516
H -1.075 4.618 -0.920
H -0.377 3.504 0.972
H 0.781 3.234 -0.091
H 0.573 3.434 -2.393
H -0.975 3.765 -3.104
H -0.289 1.556 -3.739
H 1.116 1.093 -1.898
H 0.120 -0.140 -2.160
H -2.237 0.312 -2.215
H -2.494 1.155 -3.734
O 2.195 0.754 0.241
N 3.109 0.589 1.232
C 4.194 -0.159 0.938
C 5.165 -0.339 1.882
C 5.001 0.256 3.136
C 3.875 0.995 3.408
C 2.880 1.179 2.437
S 1.432 2.083 2.706
H 4.207 -0.566 -0.060
H 6.034 -0.933 1.641
H 5.761 0.132 3.896
H 3.721 1.455 4.373
C 1.138 -4.878 1.238
As 0.129 -3.905 -0.056
C -1.674 -3.836 0.557
C 0.123 -4.920 -1.667
S 1.019 -2.001 -0.399
H 0.721 -5.878 1.346
H 1.091 -4.350 2.188
H 2.170 -4.933 0.896
H -2.067 -4.850 0.615
H -2.250 -3.242 -0.147
H -1.706 -3.366 1.536
H -0.221 -5.931 -1.458
H 1.135 -4.940 -2.066
H -0.547 -4.435 -2.374
*
```

Summary:
**Gap between HOMO and LUMO (alpha / beta)**: 6.72 / 6.84 eV
**<S²>**: 15.77
**HOMO energy (alpha / beta)**: -13.0 / -13.4 eV

Per-atom Löwdin charges, elementary charge units: 1.26 0.65 -0.65 0.09 -0.02 -0.05 0.20 -0.27 -0.11 -0.33 -0.05 -0.10 -0.33 -0.04 -0.10 0.18 0.01 0.18 0.16 0.05 0.13 0.15 0.07 0.08 0.13 0.14 0.15 0.08 0.03 0.06 0.13 -0.43 -0.19 -0.01 -0.02 -0.02 -0.06 -0.65 0.65 0.14 0.12 0.13 0.12 -0.24 0.70 -0.29 -0.24 0.08 0.06 0.02 0.05 0.06 -0.01 0.01 0.05 0.05 0.05

Formula: C15H31BF4HgP2
Source: the OMol25 dataset
Level of theory: ωB97M-V/def2-TZVPD

Structure (ORCA input):
```
! wB97M-V def2-TZVPD RIJCOSX def2/J DEFGRID3
* xyz 0 1
P 0.640 -1.932 -0.205
P 0.021 1.945 1.986
C 0.187 0.019 -0.161
C 0.818 1.320 0.429
H -0.885 0.130 -0.416
H 0.675 0.042 -1.164
H 1.906 1.161 0.549
H 0.640 2.173 -0.241
C -1.597 2.603 1.445
H -2.101 2.863 2.394
H -2.218 1.867 0.902
H -1.446 3.513 0.837
C 1.060 3.371 2.337
H 0.684 4.222 1.764
H 2.093 3.144 2.084
H 0.944 3.529 3.407
C -0.782 -3.153 0.042
H -0.791 -3.566 1.063
H -0.686 -3.996 -0.648
H -1.768 -2.701 -0.113
C 2.334 -2.296 0.201
H 2.951 -1.396 0.284
H 2.755 -2.923 -0.590
H 2.385 -2.868 1.139
Hg -0.501 -0.919 1.937
C 0.424 1.305 -2.532
C -0.896 1.383 -2.231
C -1.949 0.680 -3.010
C -1.551 -0.748 -3.518
C -0.904 -1.556 -2.463
C 0.470 -1.734 -2.273
C 1.457 -0.939 -3.190
C 1.024 0.472 -3.633
C -0.005 -2.105 3.656
H 1.179 1.922 -2.031
H -1.271 2.024 -1.422
H -2.248 1.281 -3.883
H -2.842 0.564 -2.374
H -2.482 -1.249 -3.789
H -0.985 -0.685 -4.451
H -1.610 -2.128 -1.879
H 0.938 -2.737 -2.001
H 1.660 -1.511 -4.126
H 2.428 -0.886 -2.663
H 1.933 0.993 -3.967
H 0.386 0.434 -4.524
H 0.542 -1.480 4.332
H 0.595 -2.967 3.364
H -0.934 -2.431 4.112
F -0.953 2.470 4.599
B -0.543 1.192 5.079
F 0.811 0.957 4.589
F -0.572 1.116 6.471
F -1.422 0.214 4.496
*
```

Summary:
**Gap between HOMO and LUMO (alpha / beta)**: 5.12 / 5.12 eV
**HOMO energy (alpha / beta)**: -6.0 / -6.0 eV

Per-atom Löwdin charges, elementary charge units: 0.87 0.85 -0.43 -0.41 0.07 0.02 0.09 0.06 -0.26 0.05 0.04 0.04 -0.23 0.05 0.05 0.04 -0.24 0.02 0.06 0.04 -0.22 0.06 0.05 0.05 1.07 -0.15 -0.15 -0.17 -0.21 -0.21 -0.38 -0.14 -0.19 -0.24 0.11 0.10 0.12 0.11 0.11 0.09 0.06 0.06 0.13 0.11 0.11 0.10 -0.03 -0.03 -0.02 0.04 -1.22 -0.01 0.12 0.00

Formula: C15H31BaNO3P2
Source: the OMol25 dataset
Level of theory: ωB97M-V/def2-TZVPD

Structure (ORCA input):
```
! wB97M-V def2-TZVPD RIJCOSX def2/J DEFGRID3
* xyz 0 1
P -1.428 -1.988 1.703
P 2.733 -1.604 -0.451
C -0.490 -0.951 0.389
C 0.773 -1.452 -0.444
H -0.569 0.113 0.831
H -1.259 -0.959 -0.455
H 0.609 -2.523 -0.613
H 0.608 -1.043 -1.461
C 3.094 0.176 -0.353
H 3.902 0.433 0.338
H 2.179 0.799 -0.265
H 3.414 0.514 -1.340
C 2.983 -1.635 -2.348
H 2.758 -0.607 -2.707
H 2.235 -2.370 -2.736
H 4.009 -1.912 -2.731
C -2.462 -0.735 2.531
H -2.732 -1.031 3.560
H -3.416 -0.541 2.031
H -1.916 0.217 2.644
C -2.430 -2.934 0.519
H -1.731 -3.119 -0.303
H -3.284 -2.361 0.145
H -2.816 -3.901 0.881
Ba 1.303 1.266 2.052
C 0.539 1.566 -1.778
C 1.045 2.615 -1.074
C 0.157 3.781 -0.753
C -1.375 3.439 -0.482
C -1.601 2.065 0.017
C -2.220 1.115 -0.720
C -1.990 1.061 -2.222
C -0.630 1.666 -2.704
C -0.537 -2.943 2.936
H 1.174 0.675 -1.932
H 2.157 2.857 -1.088
H 0.189 4.466 -1.612
H 0.570 4.326 0.128
H -1.675 4.149 0.292
H -1.982 3.636 -1.392
H -1.508 1.974 1.109
H -3.112 0.507 -0.347
H -2.783 1.675 -2.679
H -2.175 0.038 -2.620
H -0.384 1.130 -3.634
H -0.765 2.736 -2.948
H 0.285 -3.541 2.534
H -1.313 -3.566 3.422
H -0.078 -2.363 3.766
O 3.525 -0.082 3.234
N 3.023 -1.264 3.137
O 3.368 -2.238 3.785
O 2.030 -1.331 2.209
*
```

Summary:
**Gap between HOMO and LUMO**: 3.06 eV
**HOMO energy**: -3.2 eV

Per-atom Löwdin charges, elementary charge units: 0.91 0.91 -0.36 -0.38 -0.07 0.06 0.04 0.04 -0.42 0.04 -0.10 0.03 -0.30 0.01 0.03 0.05 -0.24 0.06 0.05 -0.02 -0.20 0.05 0.06 0.06 1.09 -0.14 -0.21 -0.21 -0.18 -0.23 -0.17 -0.18 -0.16 -0.20 0.06 0.13 0.11 0.08 0.10 0.12 0.01 0.12 0.11 0.11 0.12 0.11 0.06 0.06 0.07 -0.21 -0.53 0.06 -0.41

Listing energy above the lowest of the compared OMol25 structures with the same formula, charge and spin for the structures above in their given order: 0.0; 0.0; 705.0; 576.8 kJ/mol.
Listing E_tot for the structures above in their given order: -5840.0482; -9774.4856; -1850.4545; -1578.3816 Eh.